No. 1
A structure of composition C27H28As2N4O15SW at a distorted geometry. Source: OMol25; level of theory: ωB97M-V/def2-TZVPD.

Output
Relative energy (zero: lowest compared OMol25 entry of this formula, charge and spin): 39.93 kcal/mol
Total charge: +4
Highest occupied orbital energy: -20.070 eV
Calculated total energy: -199413.6469 eV
Strongest force on any atom: 2.09 eV Å⁻¹

Geometry as XYZ:
```
78
Properties=species:S:1:pos:R:3:forces:R:3:mulliken_charge:R:1
W -1.1648 -0.6336 -0.7802 -1.92 0.49 -0.65 2.39
O -3.5882 -3.5137 -1.6281 0.34 -0.26 -0.12 -0.29
C -3.1554 -2.4733 -1.9003 -0.45 0.31 -0.02 -0.32
O -1.7238 -2.1243 -1.7480 -0.03 0.01 0.51 -0.54
C -3.8180 -1.2070 -2.3581 -0.10 -0.08 0.08 0.95
C -4.6064 -1.0076 -3.4802 0.04 -0.10 0.04 -0.62
C -4.8727 0.3051 -3.8449 0.16 0.18 0.17 -0.19
C -4.3215 1.4224 -3.2117 -0.12 -0.11 -0.35 -0.50
C -3.5816 1.1688 -2.0872 0.48 0.43 0.33 0.05
C -3.4457 -0.1152 -1.5965 0.29 -0.20 0.70 0.31
O -2.9549 -0.3590 -0.2940 -0.71 -0.29 -0.35 -0.65
N -2.6772 2.1664 -1.5010 -0.60 0.06 -0.30 0.63
O -1.6181 1.7122 -0.9702 0.17 -0.15 0.14 -0.04
O -2.8956 3.3253 -1.5936 0.10 -0.16 0.07 -0.43
N -5.6848 0.5340 -5.0606 -0.34 0.12 -0.31 0.96
O -6.4443 -0.3535 -5.3520 0.11 -0.06 0.02 -0.50
O -5.5097 1.5882 -5.6212 0.06 0.01 0.08 -0.52
H -4.9820 -1.8267 -4.0837 0.00 0.01 -0.03 0.63
H -4.4312 2.4123 -3.6416 -0.04 -0.02 -0.02 0.68
C 2.0201 1.2686 -4.7024 -0.19 -0.02 0.07 -0.81
O 0.6932 0.9131 -4.1083 0.11 0.07 0.05 -0.39
C 0.5048 0.5051 -2.9292 0.44 0.02 -0.27 0.38
O -0.6478 -0.0003 -2.6845 0.28 -0.17 0.22 -0.75
C 1.4418 0.4516 -1.7920 -0.15 -0.46 0.18 -0.10
C 2.2007 1.4418 -1.2968 0.38 -0.09 -0.27 1.00
As 3.5472 1.2678 0.2160 0.01 -0.20 0.10 0.40
C 3.5030 3.0262 1.0170 -0.10 0.07 0.07 -1.06
C 2.1024 0.1851 1.0937 0.08 0.45 -0.17 0.10
C 2.3077 -0.9861 0.4598 -0.14 -0.59 0.24 0.27
As 1.1976 -1.5069 -0.9980 1.11 0.95 0.10 0.54
C 2.2448 -2.4856 -2.2500 -0.19 -0.52 -0.15 -1.21
C 3.4822 -1.9355 0.6906 0.14 0.16 0.14 0.07
O 3.2462 -3.0913 0.4513 -0.04 -0.05 -0.12 -0.53
O 4.5333 -1.3964 1.2287 -0.02 -0.10 -0.02 -0.32
C 5.6629 -2.2820 1.6005 -0.07 0.09 -0.04 -0.72
C 0.7688 0.7512 1.2699 -0.05 -0.15 -0.17 0.34
O -0.2792 0.3254 0.6419 0.44 0.28 0.31 -0.25
O 0.6727 1.7509 2.0384 0.03 0.14 0.16 -0.16
C -0.5984 2.4276 2.3620 0.09 -0.08 -0.03 -0.79
C 2.6965 2.6341 -2.1143 -0.15 0.14 -0.03 -0.20
O 3.8456 2.5196 -2.4314 0.08 -0.04 0.05 -0.45
O 1.9555 3.6611 -2.4563 -0.10 -0.09 0.11 -0.33
C 0.6759 3.9376 -1.8504 0.14 0.00 -0.10 -0.24
H 2.0422 2.3495 -4.7861 0.02 0.02 -0.01 0.32
H 2.0034 0.7988 -5.6787 -0.02 -0.01 -0.02 0.39
H 2.8144 0.8804 -4.0735 0.02 -0.02 -0.01 0.42
H 3.8871 3.7273 0.2751 0.02 0.03 0.00 0.42
H 4.2123 2.9826 1.8432 -0.01 0.06 0.03 0.47
H 2.5221 3.3187 1.3782 0.01 0.06 -0.01 0.29
H 3.2158 -1.9969 -2.2605 0.10 -0.09 -0.10 0.48
H 1.7458 -2.4513 -3.2173 0.06 0.03 -0.06 0.55
H 2.3141 -3.5120 -1.8965 0.11 -0.03 -0.06 0.48
H 5.8401 -2.1077 2.6554 0.02 0.00 0.01 0.28
H 6.5069 -1.9592 1.0012 0.03 -0.01 0.01 0.30
H 5.3985 -3.3141 1.4014 0.00 -0.01 0.00 0.38
H -0.3402 3.4774 2.4429 0.00 0.01 0.02 0.36
H -0.9160 2.0341 3.3221 -0.04 -0.01 0.02 0.29
H -1.3286 2.2480 1.5820 -0.01 0.00 -0.02 0.32
H -0.0734 3.9095 -2.6380 -0.04 -0.01 0.03 0.29
H 0.7323 4.9407 -1.4378 -0.01 0.02 0.01 0.44
H 0.4513 3.2162 -1.0667 -0.04 -0.03 0.05 -0.14
C -2.8346 -3.3207 5.6913 0.09 0.07 -0.07 -1.39
C -1.8527 -2.5530 4.8767 -0.18 -0.18 -0.01 0.59
C -0.8344 -1.7721 5.3705 0.04 0.02 0.07 -1.10
C 0.0040 -1.1051 4.4851 0.16 0.15 0.01 0.93
N -0.1757 -1.1737 3.1410 -0.01 0.07 -0.10 0.28
C -1.1367 -1.9336 2.6881 -0.01 -0.18 -0.03 0.17
S -1.4173 -2.3908 0.9984 0.29 0.02 -0.17 -0.44
N -1.9617 -2.6104 3.5232 -0.01 -0.02 0.04 0.08
C 1.1597 -0.3079 4.9917 -0.10 -0.03 -0.03 -1.26
H -2.4876 -3.4209 6.7162 0.00 0.00 0.00 0.40
H -3.0104 -4.3137 5.2745 0.02 0.00 0.00 0.44
H -3.7890 -2.7860 5.7035 0.00 0.00 0.01 0.35
H -0.6804 -1.7019 6.4387 0.01 0.00 -0.01 0.55
H -2.6718 -3.2186 3.1230 -0.04 0.06 0.01 0.35
H 0.8098 0.5284 5.6020 -0.01 0.00 -0.01 0.37
H 1.7762 0.0613 4.1770 -0.01 0.02 -0.03 0.09
H 1.7728 -0.9270 5.6493 0.00 -0.01 0.01 0.50
```
Forces are in eV/Å.

---

No. 2
A structure of composition C27H28BN10Ru at a distorted geometry. Source: OMol25; level of theory: ωB97M-V/def2-TZVPD.

Output
Relative energy (zero: lowest compared OMol25 entry of this formula, charge and spin): 33.82 kcal/mol
Total charge: +2
Highest occupied orbital energy (spin up / spin down): -14.593 / -14.495 eV
Calculated total energy: -46601.9284 eV
Multiplicity: 2
Strongest force on any atom: 1.95 eV Å⁻¹

Geometry as XYZ:
```
67
Properties=species:S:1:pos:R:3:forces:R:3:mulliken_charge:R:1
Ru 0.0690 -0.4127 -0.0585 1.01 -1.45 0.83 -0.55
C 0.8039 2.3653 1.7679 0.22 0.07 -0.01 -1.38
N 1.3548 1.0257 1.5181 -0.17 0.10 -0.35 1.12
C 2.6413 1.1003 0.7729 -0.10 0.02 0.06 -1.34
C 2.5660 0.8893 -0.7171 0.04 -0.31 0.24 1.04
C 3.2204 1.7207 -1.5994 0.18 -0.09 -0.02 -0.92
C 3.3467 1.3282 -2.9285 0.07 0.10 -0.03 -0.62
C 2.8157 0.1169 -3.3256 0.08 -0.12 0.01 -0.82
C 2.1001 -0.6214 -2.3993 0.10 -0.28 0.23 -0.19
N 1.9602 -0.2566 -1.1177 -0.52 0.97 -0.64 0.52
C 1.5639 0.3908 2.8255 0.03 0.07 0.07 -1.66
C 1.3858 -1.0883 2.7832 0.13 0.05 -0.17 0.87
C 1.4144 -1.8046 3.9691 0.10 -0.02 0.01 -1.16
C 1.4128 -3.1827 3.9213 -0.01 -0.04 0.07 -0.46
C 1.4509 -3.7877 2.6752 0.06 -0.05 0.01 -1.09
C 1.3858 -2.9979 1.5507 0.03 0.19 -0.05 -0.18
N 1.2915 -1.6524 1.5710 -0.44 -0.13 0.37 0.76
C 0.0580 2.9164 0.6084 -0.08 -0.04 -0.08 0.66
C 0.0336 4.2735 0.3453 -0.01 0.06 0.01 -1.23
C -0.9089 4.7615 -0.5451 0.03 0.05 0.03 -0.60
C -1.8006 3.8666 -1.1063 -0.07 -0.03 -0.04 -1.28
C -1.6576 2.5179 -0.8321 0.04 0.01 0.17 -0.04
N -0.7194 2.0245 -0.0119 -0.04 0.44 -0.18 0.84
H 1.5752 3.0588 2.1167 0.05 -0.04 0.00 0.36
H 0.0690 2.2751 2.5675 -0.02 0.04 0.03 0.47
H 3.2729 0.2973 1.1554 0.08 0.00 -0.06 0.55
H 3.1507 2.0444 0.9797 -0.02 0.02 0.07 0.39
H 3.6663 2.6412 -1.2469 -0.02 -0.01 0.00 0.50
H 3.8730 1.9567 -3.6354 -0.01 0.00 0.01 0.45
H 2.9232 -0.2446 -4.3386 -0.01 0.00 0.02 0.47
H 1.6237 -1.5525 -2.6797 -0.14 0.10 -0.07 0.34
H 0.8875 0.8206 3.5605 -0.02 0.02 0.01 0.74
H 2.5744 0.6107 3.1885 0.00 0.00 0.06 0.51
H 1.4616 -1.2772 4.9136 -0.01 0.01 -0.02 0.50
H 1.4151 -3.7707 4.8295 0.02 0.01 -0.01 0.46
H 1.5299 -4.8605 2.5699 -0.02 0.02 -0.01 0.47
H 1.4408 -3.4581 0.5873 -0.10 -0.08 -0.03 0.41
H 0.7178 4.9364 0.8590 -0.01 -0.01 0.00 0.51
H -0.9644 5.8187 -0.7682 0.00 -0.01 0.00 0.47
H -2.5978 4.1965 -1.7581 0.03 -0.01 0.00 0.49
H -2.3440 1.8132 -1.2692 -0.03 -0.04 -0.03 0.48
C -3.2119 0.2759 2.4556 -0.05 0.02 -0.01 -1.44
C -1.8583 0.0086 2.3238 0.15 -0.28 0.05 -0.23
N -1.6027 -0.5663 1.1394 -0.48 0.77 -0.04 0.61
N -2.7869 -0.6383 0.4947 0.03 -0.23 0.02 -0.09
C -3.7666 -0.1555 1.2610 -0.02 -0.03 0.10 -0.20
B -2.8187 -1.3131 -0.8779 -0.23 0.11 -0.09 0.13
N -2.1977 -0.3516 -1.9208 0.09 -0.11 -0.13 -0.21
C -2.6653 0.0986 -3.0900 -0.02 0.03 0.02 -0.16
C -1.6628 0.8153 -3.7203 0.05 -0.04 -0.06 -1.34
C -0.5788 0.7387 -2.8561 0.05 -0.12 -0.05 -0.60
N -0.9007 0.0084 -1.7826 -0.41 0.69 -0.26 1.30
N -1.8328 -2.4889 -0.8618 0.02 -0.17 0.33 -0.25
C -2.0317 -3.7614 -1.2170 -0.04 0.03 -0.10 -0.26
C -0.8049 -4.3657 -1.4114 0.00 -0.05 -0.06 -1.68
C 0.1167 -3.3629 -1.1553 0.17 0.21 -0.37 -0.57
N -0.5041 -2.2330 -0.7929 0.04 -0.54 0.04 1.09
H -3.7224 0.7041 3.3011 0.01 -0.05 -0.02 0.50
H -1.0719 0.1404 3.0471 0.00 0.09 -0.03 0.67
H -4.7914 -0.1772 0.9256 0.03 0.00 0.01 0.53
H -3.9263 -1.6363 -1.1853 0.10 0.00 -0.02 -0.04
H -3.6795 -0.1120 -3.3903 0.04 -0.02 0.00 0.51
H -1.7071 1.3090 -4.6757 -0.01 0.01 0.04 0.52
H 0.3975 1.1792 -2.9526 0.00 0.07 0.02 0.52
H -3.0328 -4.1406 -1.3433 0.02 0.01 0.00 0.48
H -0.6068 -5.3762 -1.7245 -0.01 0.04 0.01 0.52
H 1.1849 -3.3984 -1.2891 0.02 0.03 0.11 0.84
```
Forces are in eV/Å.